{"formula": "BF4H16O8", "method": "the ωB97M-V functional and the def2-TZVPD basis", "elements": ["B", "F", "F", "F", "F", "O", "H", "H", "O", "H", "H", "O", "H", "H", "O", "H", "H", "O", "H", "H", "O", "H", "H", "O", "H", "H", "O", "H", "H"], "xyz": [[-1.27407, -0.11586, 0.82634], [-2.49407, -0.70686, 0.75034], [-1.19507, 1.26314, 1.06334], [-0.54107, -0.78386, 1.87634], [-0.42507, -0.37586, -0.24866], [2.37693, 0.14314, -1.98266], [2.02593, -0.63086, -1.58066], [2.75993, 0.67414, -1.26266], [-2.10107, -2.63886, -1.53166], [-2.50607, -2.01886, -2.12066], [-2.60307, -2.49086, -0.73766], [1.71993, -2.90886, 1.85034], [1.27693, -3.59086, 1.37334], [1.00093, -2.26986, 1.93334], [-0.19007, 1.16414, -2.44266], [-0.34707, 0.68214, -1.63666], [0.70293, 1.03014, -2.59366], [1.16393, -2.12486, -1.40966], [0.77493, -1.51986, -0.79466], [0.46493, -2.34386, -2.03966], [0.75493, 2.90614, 1.81734], [1.04593, 3.19614, 0.92034], [0.01293, 2.41114, 1.48034], [1.67693, 0.50314, 2.59234], [0.90893, 0.00314, 2.79734], [1.26893, 1.33414, 2.32034], [-2.23507, 2.93814, -0.70066], [-2.00907, 2.40914, 0.06034], [-2.01507, 3.86214, -0.57966]], "homo_lumo_gap_ev": 10.3, "total_charge": -1, "lumo_ev": 2.97, "homo_ev": -7.4}

{"formula": "C27H23FN4O3SW", "method": "the ωB97M-V functional and the def2-TZVPD basis", "elements": ["W", "C", "C", "C", "C", "C", "C", "C", "F", "C", "C", "C", "O", "C", "C", "N", "C", "C", "O", "O", "H", "H", "H", "H", "H", "H", "H", "H", "H", "H", "H", "S", "C", "N", "C", "C", "C", "N", "H", "H", "H", "H", "H", "H", "H", "H", "N", "C", "C", "C", "C", "C", "C", "C", "C", "C", "H", "H", "H", "H"], "xyz": [[0.73815, 0.75211, 0.05110], [-1.95795, -0.81513, -6.51473], [-1.95204, 0.63679, -6.05111], [-3.20683, 1.41292, -6.41369], [-4.42530, 0.82305, -5.72026], [-4.18109, 0.69109, -4.23831], [-5.22690, 0.63648, -3.35430], [-5.00848, 0.53441, -1.97408], [-6.06366, 0.48071, -1.17452], [-3.75661, 0.50456, -1.44016], [-2.66283, 0.56158, -2.32092], [-1.33455, 0.53935, -1.83721], [-1.09678, 0.47732, -0.51000], [-0.27745, 0.59845, -2.73612], [-0.53186, 0.65734, -4.08935], [-1.76612, 0.67415, -4.56472], [-2.86437, 0.64060, -3.72136], [1.04764, 0.56548, -2.03704], [1.52879, -0.52622, -1.59268], [1.54530, 1.68777, -1.50317], [-2.11037, -0.84937, -7.59261], [-2.75306, -1.38686, -6.03537], [-1.00747, -1.30095, -6.29187], [-1.08506, 1.14915, -6.46674], [-3.32982, 1.38608, -7.49498], [-3.08265, 2.45935, -6.12559], [-4.66445, -0.15808, -6.13713], [-5.29969, 1.45004, -5.88810], [-6.24637, 0.68130, -3.71831], [-3.60703, 0.43771, -0.37297], [0.26716, 0.68797, -4.81865], [0.40735, 2.51065, 1.57723], [1.26559, 2.09778, 3.08253], [0.61155, 1.51920, 4.06378], [1.21924, 1.19172, 5.36741], [2.72522, 1.07340, 5.20375], [3.26636, 2.29076, 4.47356], [2.51548, 2.47498, 3.22107], [-0.34732, 1.26076, 3.89215], [0.78921, 0.25333, 5.70960], [0.95533, 1.96964, 6.08423], [2.96754, 0.16873, 4.64323], [3.19286, 0.99703, 6.18332], [4.31568, 2.16188, 4.22010], [3.16811, 3.19206, 5.08050], [2.95136, 2.96819, 2.45724], [4.82438, -5.38920, 6.83024], [4.33964, -4.72169, 6.03178], [3.74016, -3.86410, 5.04265], [2.42234, -3.43857, 5.19996], [1.85442, -2.59457, 4.26750], [2.59311, -2.17808, 3.15642], [3.90468, -2.62714, 2.98818], [4.47698, -3.45856, 3.93104], [2.02094, -1.28117, 2.20416], [1.54642, -0.48809, 1.40958], [1.85341, -3.77808, 6.05508], [0.82611, -2.27471, 4.37754], [4.47131, -2.31997, 2.11961], [5.49428, -3.80530, 3.81153]], "homo_lumo_gap_ev": [6.0, 6.0], "total_charge": 2, "lumo_ev": [-7.42, -7.44], "homo_ev": [-13.4, -13.4]}

{"formula": "C47H50F2GeN8O5PS2Ti", "method": "the ωB97M-V functional and the def2-TZVPD basis", "elements": ["Ti", "F", "C", "C", "C", "C", "C", "F", "C", "C", "C", "C", "C", "C", "N", "H", "H", "H", "H", "H", "H", "C", "N", "C", "N", "C", "N", "C", "P", "C", "C", "H", "H", "H", "H", "H", "H", "H", "H", "H", "H", "H", "H", "C", "C", "C", "C", "C", "C", "C", "C", "C", "C", "H", "H", "H", "H", "H", "H", "H", "Ge", "C", "C", "C", "C", "C", "C", "C", "C", "C", "C", "C", "C", "H", "H", "H", "H", "H", "H", "H", "H", "H", "H", "H", "C", "C", "C", "C", "N", "C", "S", "N", "C", "H", "H", "H", "H", "H", "H", "H", "H", "C", "N", "C", "N", "O", "H", "H", "H", "H", "H", "H", "O", "S", "O", "O", "O"], "xyz": [[-0.24246, -0.04776, -0.69399], [-2.51688, 4.92575, 3.34221], [-1.93705, 3.73923, 3.14597], [-0.56774, 3.69047, 2.98294], [0.04423, 2.45619, 2.76810], [-0.71307, 1.28880, 2.68903], [-2.08225, 1.41154, 2.89829], [-2.81635, 0.29624, 2.90677], [-2.72174, 2.60919, 3.12871], [-0.22775, -0.11881, 2.57514], [0.27043, -0.73056, 3.71103], [0.39217, -2.11251, 3.75559], [-0.01350, -2.83545, 2.65192], [-0.42437, -2.14376, 1.52481], [-0.52491, -0.80958, 1.46505], [-0.01206, 4.61805, 3.02153], [-3.79084, 2.65402, 3.27922], [0.47527, -0.12448, 4.58459], [0.75727, -2.60685, 4.64628], [0.01318, -3.91523, 2.63756], [-0.68361, -2.67737, 0.62001], [4.65046, 2.86128, 1.64624], [4.34141, 1.77519, 2.57911], [4.57818, 2.20744, 3.95074], [3.82104, 3.40949, 4.31271], [4.14167, 4.46828, 3.34701], [3.90474, 4.08759, 1.95638], [2.48948, 3.95398, 1.63382], [1.83565, 2.57329, 2.65218], [3.02775, 1.20493, 2.35218], [2.39128, 3.12324, 4.31454], [4.42516, 2.53761, 0.62837], [5.71530, 3.08137, 1.72103], [5.63998, 2.43132, 4.05355], [4.32579, 1.39772, 4.63777], [5.19901, 4.71041, 3.45295], [3.55738, 5.35861, 3.58445], [2.35789, 3.76432, 0.56986], [1.94700, 4.86581, 1.89048], [2.93521, 0.85632, 1.32975], [2.82724, 0.37998, 3.03500], [2.16672, 2.33350, 5.03678], [1.82123, 4.00661, 4.61034], [-5.26053, -2.85302, -1.12209], [-4.31281, -2.56437, -0.11373], [-3.30196, -1.67977, -0.35888], [-3.13936, -1.05015, -1.62067], [-2.02791, -0.18323, -1.90066], [-2.00583, 0.41989, -3.13729], [-3.00414, 0.18972, -4.11637], [-4.03277, -0.66918, -3.87170], [-4.12049, -1.31178, -2.61012], [-5.17367, -2.22280, -2.32945], [-6.05981, -3.55781, -0.92928], [-4.40449, -3.02623, 0.86245], [-2.63187, -1.41045, 0.44452], [-1.21144, 1.11172, -3.38844], [-2.93026, 0.69332, -5.07368], [-4.78616, -0.87333, -4.62366], [-5.90699, -2.41709, -3.10435], [2.14297, -1.32617, -0.32176], [2.27942, -3.19027, -1.00813], [1.67670, -4.29035, -0.39800], [1.77432, -5.57111, -0.92945], [2.48344, -5.78210, -2.10352], [3.10095, -4.70539, -2.72543], [3.00052, -3.43154, -2.18029], [3.99511, -0.73671, -0.68486], [4.96820, -1.18902, 0.21057], [6.31423, -0.91007, 0.01537], [6.71571, -0.17762, -1.09330], [5.76482, 0.26314, -2.00295], [4.41875, -0.01258, -1.79691], [2.24818, -1.56748, 1.22014], [1.13746, -4.16508, 0.53126], [1.30933, -6.40629, -0.41907], [2.57219, -6.77844, -2.51804], [3.67960, -4.86079, -3.62822], [3.51436, -2.61253, -2.67245], [4.67324, -1.77331, 1.07672], [7.04965, -1.26959, 0.72494], [7.76433, 0.04222, -1.25069], [6.06976, 0.82722, -2.87574], [3.69705, 0.35244, -2.51672], [-6.15439, 3.22088, -2.71832], [-5.62339, 2.43583, -1.56705], [-6.36078, 1.62069, -0.75689], [-5.69518, 0.94531, 0.28299], [-4.39633, 1.07148, 0.50668], [-3.66892, 1.86362, -0.28899], [-2.00585, 2.11927, -0.15012], [-4.30245, 2.52893, -1.30750], [-6.43890, 0.01914, 1.18842], [-7.22149, 3.05248, -2.83431], [-5.65045, 2.92533, -3.64024], [-5.98222, 4.28761, -2.56573], [-7.42204, 1.50203, -0.91569], [-3.70128, 3.09244, -1.89633], [-7.50833, 0.22020, 1.18877], [-6.03956, 0.08641, 2.19866], [-6.27458, -1.00408, 0.83970], [-0.15765, -4.36841, -4.24262], [-0.44542, -3.65750, -3.01425], [-0.09551, -2.40535, -2.70421], [0.54626, -1.64086, -3.60218], [-0.37746, -1.96334, -1.55997], [-1.01089, -4.36849, -4.92184], [0.11830, -5.39332, -4.00305], [0.70433, -3.93306, -4.74477], [-0.96478, -4.12555, -2.29087], [0.66498, -1.94178, -4.55157], [0.69660, -0.66580, -3.39567], [0.64897, 1.00556, -1.95670], [1.24799, 2.14662, -1.03271], [0.57321, 3.37487, -1.29826], [0.80202, 1.50120, 0.28085], [2.67783, 2.16819, -1.12226]], "homo_lumo_gap_ev": 6.9, "total_charge": 1, "lumo_ev": -2.69, "homo_ev": -9.6}

Energy above the lowest of the compared OMol25 structures with the same formula, charge and spin
In order: 0.903; 0.000; 1.601
Unit: eV